Computed, not measured: C25H58LiN2O21P as an isolated structure in a non-equilibrium geometry, with ωB97M-V/def2-TZVPD.

```
108
Properties=species:S:1:pos:R:3:forces:R:3:lowdin_charge:R:1
C 0.48129 -3.19033 -3.78760 -1.1 0.8 0.1 0.06
N -0.78282 -2.91598 -2.92781 -0.5 0.5 -2.2 -0.32
C -1.82460 -3.93329 -3.29251 0.4 -0.6 3.9 0.01
C -0.49719 -3.04790 -1.57372 1.2 -2.2 6.7 -0.10
C -1.25084 -1.44673 -3.13884 0.3 1.5 -0.2 -0.04
C -2.45700 -0.97199 -2.27599 3.2 2.8 -0.7 -0.22
O -2.75678 0.40943 -2.50100 -4.0 -3.8 -3.2 -0.03
H 0.88070 -4.01741 -3.29254 0.6 -1.9 0.2 0.07
H 1.23950 -2.44196 -3.53751 -0.6 0.4 -0.7 0.09
H 0.23699 -3.38780 -4.87713 0.3 0.6 1.5 0.14
H -2.22602 -3.81220 -4.16873 -1.7 1.7 -5.4 0.04
H -2.72469 -4.00778 -2.66485 0.8 0.7 0.7 0.11
H -1.45916 -4.92759 -3.37889 1.2 -0.7 0.6 0.11
H -1.40905 -3.03073 -0.84532 1.4 0.5 -1.9 0.12
H 0.30824 -2.42401 -1.18121 -0.6 1.2 -0.5 0.11
H 0.03458 -3.98272 -1.17762 -1.0 0.2 -1.7 0.13
H -1.68007 -1.55003 -4.12062 0.8 0.9 -1.0 0.12
H -0.38481 -0.60563 -2.84760 -1.8 -2.6 -1.3 0.20
H -1.97008 -0.97715 -1.36127 -0.4 -0.7 2.8 0.05
H -3.31766 -1.44778 -2.49525 -2.7 -2.2 0.0 0.08
H -2.10924 0.87627 -2.08601 4.1 3.0 2.2 -0.07
C -4.69741 1.86638 2.48489 1.0 2.0 2.9 0.00
N -3.47950 2.67843 2.08366 -3.1 0.4 -2.5 -0.34
C -3.69598 4.13418 2.47437 -1.6 0.8 -1.7 -0.01
C -2.24607 2.19803 2.70379 -6.1 -1.3 7.8 0.01
C -3.39013 2.54845 0.53362 0.1 0.6 -3.9 -0.06
C -2.46839 3.67697 -0.11642 -0.6 1.9 -0.5 -0.28
O -2.20072 3.61026 -1.53541 -0.9 0.0 1.9 -0.11
H -4.53786 1.67549 3.54166 -0.3 0.5 0.6 0.10
H -4.62721 0.91778 2.16817 0.5 -3.3 -2.1 0.04
H -5.71694 2.20784 2.35196 0.4 0.9 -0.6 0.11
H -4.03211 4.12168 3.51931 0.8 0.3 -0.2 0.10
H -4.51883 4.70649 1.86406 1.1 -1.9 0.9 0.14
H -2.82123 4.70440 2.13263 0.1 -0.3 1.2 0.09
H -2.17755 1.13816 2.70858 0.2 -0.7 -0.1 0.10
H -2.22982 2.72787 3.87803 -0.2 -2.0 -3.1 0.20
H -1.58691 2.67742 2.27205 7.2 3.9 -4.5 -0.03
H -4.49138 2.70797 -0.04310 2.8 -0.9 2.1 0.20
H -2.79649 1.60508 0.12276 -1.6 1.3 1.5 0.15
H -1.59737 3.84018 0.48859 1.3 -1.1 0.1 0.07
H -2.86063 4.71541 0.07526 -0.8 -0.9 -0.7 0.11
H -1.55533 2.82707 -1.68462 -0.3 -0.1 0.9 0.00
Li 0.94801 2.51683 -1.82988 -0.6 -0.9 1.2 0.73
P 0.07583 0.90525 -0.37430 -5.7 2.0 2.8 -0.28
O 1.23356 0.62991 -1.10898 9.1 -5.8 -6.0 -0.34
O -0.76888 1.62071 -1.45163 -4.6 -1.3 -4.8 -0.46
O 0.44996 2.23118 0.11133 2.2 6.1 6.8 -0.40
O -0.64350 -0.10179 0.48213 -0.3 -0.6 0.2 -0.34
C 4.97343 -1.29884 4.64182 1.1 0.5 -5.6 0.02
O 4.01051 -0.22391 4.35863 5.7 1.2 1.3 0.05
C 2.78412 -0.42798 4.30014 -5.4 -3.8 0.5 -0.67
O 2.19812 -1.50156 4.54515 1.2 1.6 -0.4 0.07
O 2.13224 0.66072 3.95469 3.5 1.6 -1.4 0.01
C 0.82621 0.57671 3.54452 -1.6 -2.3 3.2 -0.06
H 4.68162 -1.98509 5.35028 -1.4 -1.7 1.0 0.06
H 6.02593 -1.06807 4.88021 -0.9 1.6 0.3 0.09
H 5.16894 -1.65937 3.49944 -0.8 -0.3 2.9 0.15
H 0.42864 1.45106 3.19604 0.0 2.5 -1.6 0.03
H 0.43523 0.57090 4.58738 -1.7 -1.0 -0.8 0.12
H 0.57565 -0.25505 2.88256 0.1 0.0 0.3 0.10
C -2.93257 -1.70508 1.39109 2.6 0.7 1.1 -0.06
O -3.91541 -2.71994 1.62604 -2.6 -1.2 0.0 -0.04
C -4.34658 -3.51156 0.61722 2.1 1.9 -1.9 -0.58
O -3.86209 -3.34027 -0.49765 -0.7 -0.8 0.3 0.05
O -5.24733 -4.41763 0.91386 -0.6 -0.2 1.6 0.01
C -5.83967 -5.17482 -0.18708 3.8 -2.4 1.3 0.01
H -2.09938 -2.17881 0.71678 -1.7 1.7 1.2 0.09
H -2.53769 -1.69663 2.47829 0.0 0.6 -1.9 0.11
H -3.21823 -0.52668 1.13143 0.2 -3.6 0.0 0.12
H -6.54542 -5.98939 0.20150 2.1 0.6 -0.1 0.13
H -4.90956 -5.35588 -0.88315 -2.4 -0.4 1.0 0.14
H -6.50753 -4.56380 -0.57980 -2.7 3.1 -2.6 0.03
C 4.08555 -0.24500 -8.03655 2.3 6.8 9.6 -0.01
O 3.81939 -0.94615 -6.88833 -2.0 -5.0 0.4 0.05
C 3.71687 -0.32650 -5.76804 3.8 7.6 -0.4 -0.61
O 4.19317 0.86920 -5.71833 -2.0 -3.1 0.7 0.02
O 3.26594 -0.93780 -4.75210 -1.7 -2.4 1.1 0.05
C 3.03724 -0.21578 -3.53545 -2.2 -0.7 2.1 -0.03
H 4.36184 -0.69453 -8.77190 3.4 -6.4 -7.9 0.01
H 4.87878 0.46781 -7.59791 -0.8 -0.5 -1.8 0.15
H 3.31338 0.32033 -8.27782 -3.8 2.7 -1.0 0.07
H 2.63798 -0.89659 -2.62732 1.1 1.3 -2.6 0.11
H 2.32676 0.62143 -3.59652 -0.4 -0.8 -0.7 0.09
H 3.88344 0.32189 -3.27637 2.1 0.4 0.7 0.07
C 2.62689 8.23545 4.45912 -1.3 -1.5 1.8 -0.05
O 2.68632 6.87278 4.05279 0.7 -1.4 -1.3 -0.02
C 1.72759 6.30371 3.22529 -0.8 4.0 2.7 -0.60
O 0.70769 6.88570 2.90540 0.9 -0.1 -0.3 0.10
O 1.98057 5.06443 3.04532 1.7 0.8 -0.1 0.02
C 1.25056 4.52067 1.99115 -0.9 -7.7 4.5 -0.05
H 2.22325 8.83158 3.72429 -0.8 1.4 -1.8 0.06
H 3.56446 8.64681 4.80677 0.5 -0.6 -0.2 0.09
H 1.91832 8.21532 5.29278 0.1 0.6 0.1 0.10
H 1.54023 4.63124 1.02806 0.8 1.2 -2.8 0.05
H 0.18242 4.44118 2.25681 0.4 0.7 -0.7 0.09
H 1.62076 3.35823 2.29011 -1.4 2.6 -1.8 0.16
C 4.10532 -6.18615 0.38355 8.7 6.7 -1.7 0.07
O 4.23787 -4.72487 0.89686 -0.4 -2.4 0.2 0.03
C 3.47507 -3.85360 0.22976 -0.6 0.6 -1.0 -0.56
O 2.87350 -4.15148 -0.79202 0.2 0.7 0.8 0.08
O 3.50198 -2.63434 0.82850 2.7 -3.5 1.2 0.01
C 2.97300 -1.50546 0.26532 3.2 -0.5 -5.7 -0.06
H 4.49842 -6.91411 0.93535 2.2 -1.8 3.9 0.05
H 4.78286 -6.28483 -0.49723 -1.1 0.6 0.1 0.12
H 3.25417 -6.49271 0.24929 -9.5 -2.0 -2.0 -0.01
H 3.17779 -1.43425 -0.88217 -1.0 -0.6 2.0 0.12
H 3.32406 -0.59325 0.57014 2.0 1.9 1.6 0.08
H 2.06896 -1.48369 0.59151 -6.5 0.3 0.8 0.02
```
Forces are in eV/Å.

HOMO level: -5.694 eV
ΔE to the lowest compared entry with this formula, charge and spin: 557.0 kJ/mol
gap between HOMO and LUMO: 5.96 eV
E: -82321.7675 eV